1.
A cluster of 2 separate species, C9H14 in total, computed with ωB97M-V/def2-TZVPD.

The geometry in XYZ format:
```
23
Properties=species:S:1:pos:R:3:nbo_charge:R:1
C 0.39955 -2.87310 -0.39307 -0.62
C -0.11359 -1.84692 0.58079 -0.02
C 0.73391 -1.22896 1.49353 -0.22
C 0.30079 -0.16916 2.27897 -0.20
C -1.01865 0.24918 2.14762 -0.23
C -1.90902 -0.42477 1.34761 -0.21
C -1.44861 -1.48118 0.55822 -0.20
H 0.65916 -2.36215 -1.32802 0.22
H -0.37404 -3.58411 -0.66582 0.22
H 1.27533 -3.36601 0.01181 0.22
H 1.72670 -1.63901 1.61055 0.21
H 0.93046 0.27396 3.03032 0.21
H -1.29893 1.17404 2.64440 0.21
H -2.92580 -0.08506 1.24925 0.21
H -2.13595 -1.96919 -0.11702 0.21
C 0.59115 3.14507 -2.12263 -0.61
C 0.71340 1.75544 -1.51963 -0.61
H 1.13063 3.23742 -3.06370 0.20
H -0.45966 3.36176 -2.25591 0.20
H 1.02305 3.87389 -1.43389 0.20
H 1.70378 1.35087 -1.33295 0.20
H 0.31234 0.94960 -2.14938 0.20
H 0.18401 1.65839 -0.57108 0.21
```

Summary:
SMILES: Cc1ccccc1.CC
Frontier orbital gap: 10.041 eV



2.
A structure of composition H2P4, computed with ωB97M-V/def2-TZVPD.

The geometry in XYZ format:
```
6
Properties=species:S:1:pos:R:3:nbo_charge:R:1
P 2.67581 1.00452 0.19978 0.00
P 2.60291 -1.06235 -0.25644 -0.01
P 0.52281 1.09829 -0.24827 0.07
P 0.56497 -0.98839 0.42900 0.01
H 0.32813 1.61391 0.94578 -0.05
H -0.19486 -1.51578 -1.07721 -0.02
```

Summary:
Frontier orbital gap: 7.457 eV



3.
An isolated molecule of C5H10OS, computed with ωB97M-V/def2-TZVPD.

The geometry in XYZ format:
```
17
Properties=species:S:1:pos:R:3:nbo_charge:R:1
C -0.29699 0.29518 -3.16066 -0.75
S -0.97608 0.99747 -1.65104 0.19
C 0.13325 0.23530 -0.42532 -0.53
C -0.25436 0.73907 0.97034 -0.41
C -0.39480 -0.39269 1.97434 -0.52
C 0.91624 -1.04452 2.33691 0.45
O 1.04727 -2.18689 2.67354 -0.51
H -0.93618 0.65136 -3.97733 0.23
H 0.71208 0.65427 -3.33875 0.21
H -0.35621 -0.78729 -3.14498 0.22
H 1.13364 0.58262 -0.68266 0.21
H 0.13976 -0.85298 -0.51947 0.21
H -1.21065 1.25542 0.91894 0.22
H 0.48215 1.47790 1.28431 0.21
H -0.89565 -0.08289 2.90300 0.24
H -1.04473 -1.17660 1.57282 0.23
H 1.80128 -0.36474 2.26600 0.09
```

Summary:
SMILES: CSCCCC=O
Frontier orbital gap: 9.678 eV



no.,electronic energy (eV),HOMO level (eV),maximum force (eV/Å)
1,-9559.935,-9.040,1.292
2,-37185.372,-8.665,4.078
3,-18229.362,-8.716,0.696